(1)
The following is a quantum chemistry calculation of C4H8O2 in the gas phase, from the OMol25 dataset.

Geometry as XYZ:
```
14
Properties=species:S:1:pos:R:3:lowdin_charge:R:1
C -0.678 -0.916 -0.188 -0.0892
C -1.587 0.311 -0.220 -0.1579
O -0.693 1.364 -0.491 -0.0764
C 0.454 1.195 0.262 -0.1450
C 1.982 -0.482 0.231 -0.0494
O 0.430 -0.328 0.551 -0.2740
H -1.119 -1.781 0.333 0.1408
H -0.328 -1.229 -1.183 0.1321
H -2.337 0.303 -1.012 0.1341
H -2.065 0.456 0.761 0.1338
H 0.470 1.561 1.294 0.1394
H 1.273 1.649 -0.315 0.1216
H 2.307 -1.341 0.816 -0.0178
H 1.892 -0.761 -0.839 0.0080
```

## Properties
Energy above the lowest of the compared OMol25 structures with the same formula, charge and spin   140.71 kcal per mole
Electronic energy   -8367.1801 eV
Kohn-Sham gap   0.284 Ha
LUMO level   0.028 Eh

(2)
The following is a quantum chemistry calculation of a 2-piece molecular cluster, CH3F2NO overall, from the OMol25 dataset.

Geometry as XYZ:
```
8
Properties=species:S:1:pos:R:3:lowdin_charge:R:1
O 1.135 1.548 1.060 0.2328
C 0.279 1.829 0.348 -0.6062
F 0.343 2.490 -0.813 0.1575
F -0.957 1.882 0.730 0.1880
N -0.193 -1.691 -0.474 0.0187
H -1.094 -1.906 -0.307 -0.0589
H 0.215 -2.558 -0.965 0.0597
H 0.272 -1.594 0.421 0.0083
```

## Properties
Energy above the lowest of the compared OMol25 structures with the same formula, charge and spin   26.63 kcal per mole
Electronic energy   -10058.0808 eV
Kohn-Sham gap   0.411 Ha
LUMO level   0.026 Eh
SMILES string   O=C(F)F.N

(3)
The following is a quantum chemistry calculation of an isolated ion of composition C6H14N4S and charge +2, from the OMol25 dataset.

Geometry as XYZ:
```
25
Properties=species:S:1:pos:R:3:lowdin_charge:R:1
C 0.337 0.741 0.813 -0.3075
C -2.010 1.842 0.488 -0.1259
C 3.150 0.084 -0.228 -0.0464
C 1.681 -1.807 -1.354 -0.0115
C -4.278 -0.848 -0.928 -0.2594
C 1.882 -0.644 -0.304 -0.4073
N -2.735 0.808 0.437 -0.2851
N -0.678 1.790 0.794 0.1409
N 0.641 0.104 -0.257 0.2739
N 1.018 0.613 1.992 0.2610
S -3.849 -0.269 0.753 1.1175
H -2.401 2.814 0.637 0.1566
H 3.541 0.541 -1.164 0.1179
H 3.021 1.057 0.400 0.1178
H 4.003 -0.461 0.227 0.1214
H 0.767 -2.290 -1.373 0.0473
H 2.484 -2.507 -1.156 0.0888
H 1.849 -1.504 -2.483 0.1458
H -3.317 -1.343 -1.292 0.0824
H -4.314 0.020 -1.593 0.0639
H -5.163 -1.474 -0.696 0.0714
H 1.852 -1.302 0.640 0.1997
H -0.170 2.618 1.127 0.1749
H 0.914 1.438 2.582 0.1590
H 1.777 -0.023 1.937 0.1029
```

## Properties
Energy above the lowest of the compared OMol25 structures with the same formula, charge and spin   118.24 kcal per mole
Electronic energy   -23222.8150 eV
Kohn-Sham gap (spin up / spin down)   0.330 / 0.191 Ha
Charge   +2
LUMO level (spin up / spin down)   -0.341 / -0.426 Eh

(4)
The following is a quantum chemistry calculation of CCl4OS in the gas phase, from the OMol25 dataset.

Geometry as XYZ:
```
7
Properties=species:S:1:pos:R:3:lowdin_charge:R:1
C -0.735 -0.247 -0.076 -1.6944
O 1.634 0.763 -1.033 -0.5611
S 1.236 0.663 0.313 0.5104
Cl -0.388 -1.874 -0.895 0.4407
Cl -1.745 -0.456 1.366 0.5052
Cl -1.630 0.738 -1.205 0.5411
Cl 1.973 -1.084 0.944 0.2580
```

## Properties
Energy above the lowest of the compared OMol25 structures with the same formula, charge and spin   30.59 kcal per mole
Electronic energy   -64007.6737 eV
Kohn-Sham gap   0.341 Ha
LUMO level   -0.030 Eh

(5)
The following is a quantum chemistry calculation of C5H8FeO3 as an isolated structure, from the OMol25 dataset.

Geometry as XYZ:
```
17
Properties=species:S:1:pos:R:3:lowdin_charge:R:1
O 1.463 -2.723 -1.500 -0.3502
C 0.097 -3.032 2.293 0.2138
C 0.245 -1.858 1.882 -0.1515
O 0.296 -0.838 1.004 -0.2007
C -0.757 0.103 1.051 -0.1203
C -0.329 1.264 0.182 -0.1321
O 0.084 0.717 -1.079 -0.3144
C 0.229 1.680 -2.117 -0.0250
Fe 1.065 -0.997 -0.846 1.0353
H 0.077 -3.939 2.868 0.0597
H -0.909 0.466 2.084 0.1655
H -1.696 -0.344 0.683 0.1626
H 0.512 1.823 0.619 0.1550
H -1.176 1.943 0.022 0.1563
H 0.610 1.165 -3.006 0.1121
H -0.753 2.116 -2.338 0.1168
H 0.943 2.454 -1.803 0.1171
```

## Properties
Energy above the lowest of the compared OMol25 structures with the same formula, charge and spin   34.30 kcal per mole
Electronic energy   -45831.0338 eV
Kohn-Sham gap (spin up / spin down)   0.379 / 0.314 Ha
Charge   +1
LUMO level (spin up / spin down)   -0.141 / -0.194 Eh
Multiplicity   6
⟨S²⟩   8.771

(6)
The following is a quantum chemistry calculation of a 8-piece molecular cluster, C16H48O8S8 overall, from the OMol25 dataset.

Geometry as XYZ:
```
80
Properties=species:S:1:pos:R:3:lowdin_charge:R:1
C 15.253 -35.435 22.985 -0.2724
S 15.199 -34.918 21.270 0.7994
O 15.722 -36.056 20.477 -0.5589
C 13.400 -34.941 21.106 -0.2534
H 14.899 -36.464 23.033 0.0614
H 14.633 -34.770 23.587 0.0261
H 16.282 -35.363 23.333 0.0382
H 13.238 -34.517 20.117 0.0471
H 13.003 -34.285 21.877 0.0172
H 13.043 -35.968 21.142 0.0617
C 20.226 -30.213 24.061 -0.2530
S 20.571 -30.949 25.652 0.7832
O 22.043 -31.107 25.697 -0.5309
C 20.240 -29.469 26.639 -0.2629
H 19.210 -29.822 24.013 0.0596
H 20.391 -30.970 23.299 0.0541
H 20.924 -29.383 23.945 0.0591
H 19.184 -29.213 26.567 0.0563
H 20.877 -28.689 26.225 0.0616
H 20.542 -29.742 27.648 0.0400
C 17.799 -33.660 26.596 -0.2561
S 17.063 -32.043 26.756 0.8057
O 15.647 -32.253 27.129 -0.5475
C 17.878 -31.510 28.256 -0.2692
H 17.640 -34.275 27.479 0.0648
H 18.859 -33.545 26.362 0.0327
H 17.302 -34.081 25.721 0.0406
H 18.013 -32.404 28.868 0.0476
H 17.231 -30.816 28.788 0.0568
H 18.864 -31.077 28.100 0.0048
C 10.219 -33.688 24.701 -0.2658
S 11.985 -33.427 24.541 0.7706
O 12.176 -32.146 23.812 -0.5395
C 12.283 -33.128 26.286 -0.2740
H 10.057 -34.556 25.342 0.0535
H 9.814 -33.897 23.713 0.0481
H 9.773 -32.795 25.137 0.0599
H 11.486 -32.502 26.675 0.0345
H 13.275 -32.692 26.373 0.0332
H 12.210 -34.100 26.781 0.0562
C 17.666 -26.286 31.130 -0.2602
S 18.276 -27.949 31.375 0.8026
O 17.095 -28.839 31.524 -0.5419
C 18.890 -28.225 29.711 -0.2596
H 18.479 -25.579 31.309 0.0568
H 16.926 -26.128 31.914 0.0553
H 17.221 -26.143 30.149 0.0535
H 18.342 -27.609 28.995 0.0544
H 18.655 -29.265 29.492 0.0154
H 19.948 -27.997 29.591 0.0615
C 22.577 -34.088 25.737 -0.2870
S 23.057 -35.791 26.067 0.8023
O 24.399 -35.783 26.683 -0.5531
C 21.877 -36.072 27.395 -0.2710
H 21.862 -34.147 24.914 0.0463
H 23.466 -33.534 25.450 0.0549
H 22.121 -33.585 26.587 0.0366
H 21.787 -37.143 27.574 0.0441
H 20.902 -35.681 27.103 0.0376
H 22.252 -35.578 28.290 0.0610
C 18.419 -31.949 32.097 -0.2524
S 20.182 -32.055 31.740 0.8210
O 20.340 -31.957 30.267 -0.5601
C 20.702 -30.518 32.484 -0.2724
H 17.959 -31.167 31.495 0.0275
H 18.311 -31.688 33.150 0.0548
H 18.007 -32.941 31.935 0.0488
H 20.437 -29.607 31.948 0.0173
H 21.788 -30.528 32.584 0.0512
H 20.303 -30.446 33.497 0.0576
C 13.085 -32.709 29.540 -0.2692
S 12.381 -31.053 29.516 0.8140
O 11.876 -30.771 28.160 -0.5451
C 10.945 -31.420 30.522 -0.2741
H 12.373 -33.495 29.286 0.0519
H 13.410 -32.875 30.570 0.0518
H 13.919 -32.701 28.840 0.0212
H 10.405 -30.484 30.645 0.0474
H 11.244 -31.822 31.490 0.0522
H 10.328 -32.158 30.009 0.0564
```

## Properties
Energy above the lowest of the compared OMol25 structures with the same formula, charge and spin   0.00 kcal per mole
Electronic energy   -120425.5045 eV
Kohn-Sham gap   0.319 Ha
LUMO level   0.006 Eh

(7)
The following is a quantum chemistry calculation of C29H28ClFeN6O9S2 as an isolated structure, from the OMol25 dataset.

Geometry as XYZ:
```
76
Properties=species:S:1:pos:R:3:lowdin_charge:R:1
Fe -0.797 -0.057 0.922 0.7816
O -3.995 0.947 0.362 -0.2775
S -3.367 -0.105 1.110 0.3752
O -4.250 -1.112 1.641 -0.3134
O -2.327 0.400 2.121 -0.3434
O -2.318 -0.844 0.207 -0.4561
C -4.103 -4.375 -1.740 -0.0064
C -3.338 -4.136 -0.492 -0.3322
N -3.724 -4.446 0.706 0.1364
N -2.700 -3.991 1.487 0.0349
C -1.712 -3.397 0.818 -0.7399
S -0.300 -2.722 1.501 0.6776
N -2.100 -3.537 -0.465 -0.0752
N -1.380 -3.034 -1.563 0.1624
H -5.052 -4.837 -1.480 0.0830
H -3.563 -5.033 -2.425 0.0808
H -4.295 -3.426 -2.246 0.0917
H -2.836 -3.890 2.477 0.1539
H -1.790 -3.426 -2.401 0.0881
H -1.524 -2.019 -1.606 0.0766
Cl 2.166 -3.137 -3.322 0.6620
C 1.893 -1.597 -2.539 -0.6473
C 2.132 -0.418 -3.212 -0.0840
C 1.929 0.767 -2.529 -0.0434
C 1.471 0.715 -1.226 -0.1384
N 1.193 -0.429 -0.592 0.0907
C 1.423 -1.572 -1.240 -0.2022
H 2.469 -0.431 -4.240 0.1078
H 2.105 1.722 -3.007 0.1153
H 1.319 1.619 -0.648 0.1203
H 1.217 -2.490 -0.703 0.0557
C 4.417 -2.691 -0.677 -0.0860
O 3.800 -2.027 0.408 -0.1037
C 3.854 -0.658 0.413 -0.2436
C 4.447 0.103 -0.576 -0.0479
C 4.453 1.497 -0.471 -0.1174
C 3.865 2.096 0.625 -0.0964
C 3.262 1.326 1.622 -0.0102
C 3.243 -0.058 1.529 -0.1827
N 2.710 -0.905 2.494 0.0786
C 2.199 -0.586 3.741 -0.0345
C 1.414 0.562 4.059 -0.1907
C 1.364 1.041 5.385 -0.0587
C 0.599 2.136 5.734 -0.1180
C -0.166 2.778 4.752 -0.0965
C -0.168 2.292 3.454 -0.0123
C 0.597 1.181 3.103 -0.3457
O 0.585 0.651 1.881 -0.2067
H 4.293 -3.756 -0.499 0.0977
H 5.481 -2.452 -0.733 0.0953
H 3.937 -2.429 -1.624 0.0303
H 4.897 -0.372 -1.436 0.1050
H 4.918 2.092 -1.248 0.0967
H 3.859 3.176 0.716 0.1002
H 2.802 1.806 2.474 0.1091
H 2.832 -1.881 2.292 0.1227
H 2.423 -1.300 4.527 0.1090
H 1.959 0.529 6.137 0.1009
H 0.590 2.488 6.758 0.0869
H -0.775 3.638 5.008 0.0926
H -0.803 2.725 2.689 0.1189
O -3.808 1.079 -3.224 0.0685
C -3.314 2.324 -2.961 -0.2540
C -3.939 3.462 -3.463 -0.0354
C -3.418 4.722 -3.213 -0.1055
C -2.269 4.857 -2.445 -0.1003
C -1.674 3.718 -1.917 -0.0180
C -2.175 2.444 -2.168 -0.0559
C -1.525 1.243 -1.530 -0.5687
O -1.399 0.214 -2.182 0.0493
O -1.106 1.462 -0.318 -0.1165
H -4.681 1.182 -3.617 0.1014
H -4.849 3.353 -4.046 0.1059
H -3.916 5.596 -3.617 0.0946
H -1.855 5.836 -2.239 0.0916
H -0.808 3.798 -1.271 0.1155
```

## Properties
Energy above the lowest of the compared OMol25 structures with the same formula, charge and spin   3.78 kcal per mole
Electronic energy   -126477.9549 eV
Kohn-Sham gap (spin up / spin down)   0.190 / 0.279 Ha
Charge   -1
LUMO level (spin up / spin down)   0.070 / 0.086 Eh
Multiplicity   5
⟨S²⟩   6.097

(8)
The following is a quantum chemistry calculation of C4H9N3O in the gas phase, from the OMol25 dataset.

Geometry as XYZ:
```
17
Properties=species:S:1:pos:R:3:lowdin_charge:R:1
H -0.844 -2.404 2.082 0.0576
N -0.909 -2.385 1.058 0.1355
C -0.541 -1.207 0.700 -0.5467
N -0.458 -0.778 -0.580 0.1227
C 0.463 0.172 -1.125 -0.4499
C 1.679 0.440 -0.629 0.0367
N 0.103 0.699 -2.337 0.0916
O -0.125 -0.342 1.674 -0.1026
C -0.718 0.964 1.717 -0.0638
H -0.802 -1.465 -1.235 0.1466
H 2.020 0.041 0.319 0.0598
H 2.358 1.122 -1.128 0.0548
H -0.496 0.100 -2.893 0.0914
H 0.851 1.132 -2.867 0.0999
H 0.068 1.704 1.550 0.0820
H -1.513 1.101 0.978 0.0967
H -1.137 1.106 2.716 0.0877
```

## Properties
Energy above the lowest of the compared OMol25 structures with the same formula, charge and spin   40.78 kcal per mole
Electronic energy   -10810.6934 eV
Kohn-Sham gap   0.334 Ha
LUMO level   0.031 Eh
SMILES string   [H]/N=C(/NC(=C)N)OC